1.
{"formula": "C18H32BFHgO2Sb2", "method": "wB97M-V/def2-TZVPD", "symbols": ["Hg", "C", "Sb", "C", "C", "C", "C", "C", "C", "C", "C", "C", "Sb", "C", "C", "H", "H", "H", "H", "H", "H", "H", "H", "H", "H", "H", "H", "H", "H", "H", "H", "H", "H", "H", "H", "F", "C", "C", "C", "O", "B", "O", "C", "C", "C", "H", "H", "H", "H", "H", "H", "H", "H", "H", "H", "H", "H"], "positions_angstrom": [[-0.151, -1.051, 0.687], [3.640, 1.147, 1.000], [2.719, 2.628, -0.264], [4.078, 4.169, 0.576], [1.193, 3.184, 1.199], [0.505, 4.456, 0.853], [0.848, 5.634, 1.519], [0.244, 6.848, 1.231], [-0.737, 6.907, 0.253], [-1.078, 5.750, -0.432], [-0.472, 4.522, -0.164], [-0.865, 3.322, -0.963], [-2.186, 1.977, 0.123], [-3.863, 3.355, -0.007], [-2.763, 0.863, -1.624], [4.545, 0.760, 0.530], [2.935, 0.331, 1.135], [3.900, 1.591, 1.962], [5.092, 4.015, 0.195], [4.110, 4.125, 1.668], [3.753, 5.169, 0.279], [1.707, 3.262, 2.157], [0.534, 2.319, 1.213], [1.611, 5.585, 2.288], [0.540, 7.742, 1.768], [-1.227, 7.844, 0.020], [-1.830, 5.797, -1.213], [-0.017, 2.699, -1.243], [-1.412, 3.624, -1.857], [-4.787, 2.839, 0.259], [-3.956, 3.760, -1.016], [-3.706, 4.176, 0.693], [-3.618, 0.226, -1.399], [-1.921, 0.236, -1.916], [-3.015, 1.540, -2.440], [1.034, 0.804, -0.504], [0.294, -6.690, 0.412], [-0.190, -5.395, 1.054], [0.064, -5.439, 2.553], [0.610, -4.325, 0.500], [-0.179, -3.567, -0.322], [-1.470, -4.023, -0.394], [-1.658, -5.000, 0.657], [-2.499, -6.139, 0.105], [-2.425, -4.292, 1.771], [1.356, -6.806, 0.630], [0.177, -6.657, -0.671], [-0.243, -7.556, 0.805], [1.088, -5.767, 2.733], [-0.618, -6.138, 3.043], [-0.056, -4.451, 2.994], [-2.028, -6.608, -0.756], [-3.463, -5.738, -0.212], [-2.673, -6.894, 0.875], [-1.865, -3.433, 2.139], [-2.649, -4.965, 2.600], [-3.362, -3.921, 1.356]], "forces_ev_per_a": [[0.22, -0.24, -0.41], [-0.02, 0.00, -0.06], [0.02, -0.04, 0.17], [-0.05, 0.01, -0.02], [0.17, -0.03, -0.15], [-0.09, 0.07, 0.03], [-0.03, -0.02, 0.01], [0.02, -0.01, 0.01], [0.00, 0.00, 0.01], [-0.02, 0.02, 0.01], [0.05, 0.04, -0.05], [-0.10, -0.05, 0.18], [0.00, 0.23, -0.08], [0.04, -0.08, 0.04], [0.09, -0.01, 0.03], [0.01, 0.02, 0.01], [-0.04, -0.01, -0.02], [0.00, 0.01, 0.00], [0.00, 0.00, -0.01], [-0.01, -0.02, -0.01], [0.00, -0.01, 0.00], [-0.01, 0.04, 0.01], [-0.05, 0.00, -0.04], [0.01, -0.01, 0.00], [-0.01, 0.00, 0.01], [0.00, -0.01, -0.02], [-0.01, -0.02, 0.00], [0.05, -0.07, 0.02], [0.00, -0.03, -0.02], [0.00, 0.01, 0.00], [0.02, -0.02, -0.02], [0.00, 0.01, -0.01], [0.01, 0.00, 0.00], [-0.02, -0.01, -0.03], [0.00, 0.02, 0.01], [-0.19, -0.09, 0.11], [-0.01, 0.07, -0.02], [-0.03, -0.09, -0.04], [0.01, 0.01, -0.08], [0.06, -0.11, 0.10], [-0.08, 0.68, 0.35], [-0.04, -0.18, -0.13], [-0.02, -0.02, 0.08], [0.03, 0.06, 0.01], [0.06, 0.04, -0.07], [0.00, -0.01, 0.00], [-0.02, -0.01, 0.00], [0.01, -0.02, -0.01], [0.00, 0.00, 0.02], [0.02, -0.02, 0.02], [-0.04, -0.01, 0.02], [-0.01, 0.00, 0.00], [-0.02, -0.02, 0.02], [-0.01, -0.03, -0.01], [-0.01, 0.00, 0.01], [0.00, 0.00, 0.01], [-0.01, -0.01, 0.02]], "homo_ha": [-0.134, -0.167], "de_lowest_kcal_mol": 9.0, "s_squared": 0.767, "total_charge": -1, "spin_multiplicity": 2, "e_lumo_ha": [0.094, 0.087]}

2.
{"formula": "C18H32Br4Fe2O12", "method": "wB97M-V/def2-TZVPD", "symbols": ["Fe", "Fe", "C", "O", "O", "O", "C", "O", "O", "O", "O", "C", "O", "C", "C", "C", "H", "H", "H", "H", "H", "H", "H", "H", "O", "C", "O", "C", "C", "C", "H", "H", "H", "H", "H", "H", "H", "H", "O", "C", "O", "C", "C", "C", "H", "H", "H", "H", "H", "H", "H", "H", "Br", "C", "C", "Br", "H", "H", "H", "H", "Br", "C", "C", "Br", "H", "H", "H", "H"], "positions_angstrom": [[-12.776, -9.556, 14.252], [-10.248, -7.630, 14.665], [-10.816, -9.098, 12.584], [-10.608, -7.901, 12.634], [-10.714, -9.557, 13.713], [-12.007, -9.312, 12.418], [-12.184, -8.064, 16.360], [-12.677, -9.157, 16.296], [-10.999, -7.904, 16.575], [-12.330, -7.750, 15.163], [-14.704, -9.050, 13.591], [-15.606, -8.445, 13.037], [-15.403, -7.419, 12.214], [-14.127, -6.791, 11.977], [-14.492, -5.531, 11.117], [-17.118, -8.747, 13.203], [-13.654, -7.549, 11.353], [-13.613, -6.570, 12.912], [-14.850, -5.920, 10.163], [-13.614, -4.925, 10.894], [-15.107, -4.753, 11.567], [-17.551, -8.347, 14.119], [-17.319, -9.815, 13.290], [-17.647, -8.512, 12.279], [-6.659, -6.796, 11.584], [-7.405, -6.223, 10.750], [-7.255, -6.222, 9.402], [-6.175, -6.981, 8.787], [-6.104, -6.551, 7.285], [-8.536, -5.319, 11.212], [-6.204, -8.069, 8.853], [-5.262, -6.736, 9.328], [-6.215, -5.480, 7.110], [-6.937, -7.028, 6.768], [-5.111, -6.839, 6.941], [-8.286, -4.825, 12.152], [-9.475, -5.866, 11.298], [-8.663, -4.568, 10.432], [-9.876, -5.488, 14.742], [-10.667, -4.559, 14.535], [-10.515, -3.330, 15.017], [-9.575, -3.007, 16.076], [-10.078, -3.603, 17.430], [-11.879, -4.712, 13.611], [-9.631, -1.921, 16.141], [-8.560, -3.368, 15.906], [-9.379, -3.196, 18.160], [-9.947, -4.685, 17.426], [-11.041, -3.280, 17.825], [-12.738, -4.976, 14.228], [-11.705, -5.499, 12.877], [-12.129, -3.776, 13.111], [-9.067, -12.176, 14.986], [-9.623, -11.238, 16.608], [-10.895, -11.774, 17.225], [-10.996, -13.633, 17.904], [-9.770, -10.170, 16.447], [-8.857, -11.341, 17.376], [-11.792, -11.654, 16.617], [-11.181, -11.138, 18.063], [-11.424, -9.659, 7.604], [-11.253, -8.680, 9.253], [-10.979, -7.214, 8.942], [-12.601, -6.369, 8.179], [-10.374, -9.087, 9.754], [-12.159, -8.773, 9.851], [-10.165, -6.995, 8.251], [-10.693, -6.742, 9.882]], "forces_ev_per_a": [[0.27, 0.73, 0.08], [-1.06, 0.00, -0.23], [-5.25, 2.51, 5.22], [6.21, 8.52, -4.09], [8.22, -6.45, 9.86], [-9.61, -3.55, -9.38], [3.13, -3.09, -6.21], [-5.90, -9.85, 7.39], [6.94, 2.63, 6.97], [-2.99, 9.55, -9.93], [-0.62, -0.11, 0.00], [-0.28, 0.48, -0.18], [-1.63, -0.38, 1.04], [-0.75, 0.62, -1.09], [1.15, -0.55, 0.37], [0.71, -0.92, -0.56], [0.96, 0.48, 0.25], [-0.04, -0.36, -0.11], [-0.36, 0.43, 0.13], [0.51, -0.49, -0.16], [-0.69, -0.71, 0.29], [0.19, 0.58, -0.29], [0.67, -0.22, 0.18], [-0.02, 0.76, 0.32], [-1.98, 1.28, -3.14], [2.07, -0.99, 2.69], [-0.24, -0.96, 0.65], [0.81, 1.24, -0.61], [-0.25, -0.30, 1.39], [0.26, 0.13, -0.99], [-0.93, 0.02, 0.24], [0.05, 0.30, -0.07], [0.09, 0.05, 0.44], [0.36, -0.19, -0.32], [-0.27, -0.25, -0.41], [0.05, -0.33, -0.04], [0.14, -0.16, 0.22], [-0.19, 0.14, 0.09], [-0.49, 0.83, 0.33], [0.31, -0.46, -0.72], [-0.12, -0.61, -0.44], [-1.38, -0.57, 1.54], [1.29, 0.47, -0.35], [0.49, 0.41, 0.50], [0.26, -0.13, -0.29], [-0.19, 0.03, -0.45], [0.24, -0.18, 0.19], [-0.34, 0.03, 0.08], [-0.23, -0.11, -0.73], [0.05, -0.17, 0.09], [0.13, -0.02, 0.20], [0.21, 0.03, 0.08], [-0.09, 0.29, 0.51], [-0.19, -0.77, 0.88], [-1.32, 0.35, 0.07], [0.45, 0.72, -0.37], [-0.06, -0.12, -0.45], [0.36, -0.10, -0.42], [0.36, -0.31, -0.48], [0.49, -0.12, 0.30], [-0.16, -0.40, -0.18], [0.46, 0.91, -0.46], [-0.19, -0.01, 0.33], [0.68, -0.11, 0.34], [-0.22, -0.07, 0.14], [0.27, -0.26, -0.04], [-0.22, -0.42, -0.16], [-0.55, 0.27, 0.00]], "homo_ha": [-0.296, -0.310], "s_squared": 20.016, "spin_multiplicity": 9, "e_lumo_ha": [-0.008, -0.016]}